Record 1
C4H11N2O | ωB97M-V with the def2-TZVPD basis set

Cartesian coordinates (Å):
C (1.90, 0.64, 0.53)
C (0.35, 0.21, 0.09)
C (-2.29, 0.43, 0.58)
C (0.09, -1.31, 0.04)
N (-2.84, 0.41, -0.59)
N (2.89, 0.36, -0.49)
O (-1.05, 0.58, 0.98)
H (2.19, 0.20, 1.56)
H (0.17, 0.61, -0.87)
H (-2.99, 0.31, 1.43)
H (-0.22, -1.78, 0.95)
H (1.03, -1.79, -0.02)
H (-0.82, -1.53, -0.63)
H (-3.81, 0.20, -0.70)
H (1.94, 1.68, 0.72)
H (2.73, 0.98, -1.32)
H (-2.28, 0.51, -1.43)
H (3.01, -0.69, -0.83)

## Properties
* charge: +1
* max |F|: 3.25 eV Å⁻¹
* ΔE to the lowest compared entry with this formula, charge and spin: 350.2 kJ/mol
* SMILES: C[C@H](CN)OC=[NH2+]
* gap between HOMO and LUMO: 9.619 eV

=====

Record 2
C2H24F6O10P | ωB97M-V with the def2-TZVPD basis set

Cartesian coordinates (Å):
P (-1.16, -0.32, -0.31)
F (-0.02, 0.82, -0.15)
F (-0.59, -0.39, -1.85)
F (-0.23, -1.58, 0.14)
F (-2.44, -1.26, -0.67)
F (-1.66, -0.06, 1.26)
F (-2.12, 0.95, -0.66)
C (6.30, -0.92, 1.53)
C (6.95, -1.13, 2.91)
O (6.82, -2.47, 3.38)
H (6.89, -1.44, 0.77)
H (6.36, 0.08, 1.10)
H (5.28, -1.28, 1.41)
H (6.52, -0.44, 3.64)
H (8.02, -0.93, 2.88)
H (7.36, -2.53, 4.17)
O (-6.07, 4.38, -0.23)
H (-5.27, 4.04, 0.17)
H (-6.76, 4.17, 0.40)
O (-7.16, -3.04, -1.10)
H (-6.27, -3.38, -1.11)
H (-7.09, -2.19, -0.67)
O (-2.34, -5.11, 3.20)
H (-1.99, -4.26, 2.92)
H (-1.58, -5.57, 3.57)
O (2.71, 3.79, -3.68)
H (2.11, 3.05, -3.73)
H (3.45, 3.54, -4.23)
O (-1.32, 5.37, -0.08)
H (-1.11, 4.49, -0.41)
H (-1.66, 5.22, 0.80)
O (0.89, 3.19, 4.36)
H (1.67, 3.19, 3.81)
H (0.18, 3.45, 3.78)
O (3.55, -5.51, 2.59)
H (3.19, -4.84, 2.00)
H (4.25, -5.06, 3.06)
O (-2.11, -0.72, -7.67)
H (-1.52, -1.34, -8.09)
H (-2.14, -0.99, -6.76)
O (-6.77, 2.35, -4.51)
H (-6.31, 1.65, -4.06)
H (-6.83, 3.05, -3.86)

## Properties
* charge: -1
* max |F|: 2.26 eV Å⁻¹
* gap between HOMO and LUMO: 10.756 eV

=====

Record 3
C6H15O5 | ωB97M-V with the def2-TZVPD basis set

Cartesian coordinates (Å):
O (2.55, -0.21, -1.35)
C (1.63, -0.98, -0.99)
O (1.40, -2.13, -1.47)
C (0.85, -0.58, 0.28)
C (-0.53, 0.01, 0.02)
C (-0.47, 1.41, -0.64)
C (-2.31, 2.88, 0.44)
C (-1.08, 2.43, 0.27)
H (0.71, -1.46, 0.90)
H (1.44, 0.05, 0.96)
H (-1.04, -0.69, -0.65)
H (-1.07, 0.11, 0.95)
H (-0.92, 1.38, -1.64)
H (0.57, 1.63, -0.85)
H (-3.12, 2.62, -0.24)
H (-2.68, 3.56, 1.18)
H (-0.35, 2.71, 1.03)
H (1.42, -0.86, -3.70)
H (2.18, 0.22, -3.10)
O (1.84, -0.04, -3.99)
H (1.17, -3.38, -0.29)
H (-0.17, -3.89, -0.28)
O (0.69, -4.16, 0.08)
H (-0.57, 0.55, 4.36)
H (-0.91, -1.05, 4.39)
O (-1.24, -0.14, 4.34)

## Properties
* charge: -2
* max |F|: 1.75 eV Å⁻¹
* spin multiplicity: 2
* ⟨S²⟩: 0.750
* gap between HOMO and LUMO (alpha / beta): 2.623 / 8.675 eV

=====

Record 4
C3H8N2O2 | ωB97M-V with the def2-TZVPD basis set

Cartesian coordinates (Å):
C (-1.05, 0.09, 0.62)
C (-0.30, -1.07, 1.22)
N (0.88, 0.51, -1.57)
C (-0.17, -0.15, -1.49)
O (1.69, 1.50, 0.54)
O (-0.76, 1.27, 0.90)
N (-1.12, -0.77, -1.98)
H (1.94, 2.38, 0.22)
H (0.61, 1.52, 0.81)
H (1.72, 0.34, -1.05)
H (-2.09, -0.12, 0.33)
H (-0.95, -1.47, -2.69)
H (-0.70, -1.23, 2.22)
H (-0.46, -1.97, 0.63)
H (0.76, -0.83, 1.29)

## Properties
* max |F|: 5.18 eV Å⁻¹
* ΔE to the lowest compared entry with this formula, charge and spin: 364.1 kJ/mol
* SMILES: N=C=N.CC=O.O
* gap between HOMO and LUMO: 8.930 eV